No. 1
The following is a DFT calculation (the ωB97M-V functional and the def2-TZVPD basis) of 2 unconnected molecules or ions with the total composition C2H9NO at a distorted geometry.

As for the HOMO energy: -9.1 eV. For the orbital gap, the calculation gives 10.1 eV. The spin multiplicity is 1. The energy relative to the best compared isomer or geometry (same formula, charge and spin) comes out at 121.8 kJ/mol.

Each line ends with the natural charge from an NBO analysis.
Element x y z (Å)
1 N 0.3504 0.4987 0.0303  -0.649
2 C 0.4713 -0.0881 1.3010  -0.411
3 C 0.4852 -0.3421 -1.1469  -0.431
4 H 0.9912 1.3013 0.0746  0.379
5 H 1.5403 -0.1727 1.5592  0.172
6 H 0.0231 -1.0956 1.3237  0.215
7 H -0.0263 0.5356 2.0626  0.208
8 H 1.2329 -1.1500 -1.0776  0.182
9 H 0.8332 0.3967 -1.8884  0.201
10 H -0.4668 -0.7731 -1.4998  0.232
11 O -1.9290 -0.0226 -0.0333  -1.005
12 H -2.4874 0.5730 -0.5826  0.454
13 H -1.0182 0.3389 -0.1228  0.454

=====

No. 2
The following is a DFT calculation (the ωB97M-V functional and the def2-TZVPD basis) of a molecular structure, C24H22N8O7P2Sr at a distorted geometry.

As for the HOMO energy: -7.1 eV. For the orbital gap, the calculation gives 6.7 eV. The spin multiplicity is 1. The energy relative to the best compared isomer or geometry (same formula, charge and spin) comes out at 111.2 kJ/mol.

Each line ends with the natural charge from an NBO analysis.
Element x y z (Å)
1 Sr 0.5718 -0.0181 1.4661  1.834
2 N -1.2941 4.6077 2.3366  -0.340
3 C -0.1307 4.1618 1.8325  0.196
4 N -0.3529 3.1406 1.0439  -0.482
5 C -1.7035 2.9805 1.1230  0.266
6 N -2.3109 3.8538 1.9000  -0.259
7 C -2.4127 1.9247 0.4053  0.120
8 C -3.7739 2.0308 0.1234  0.030
9 N -4.4219 1.0953 -0.5525  -0.362
10 C -3.7045 0.0535 -0.9581  -0.011
11 C -2.3521 -0.0649 -0.6735  0.002
12 N -1.6951 0.8712 0.0134  -0.434
13 H -1.4624 5.3608 2.9812  0.419
14 H 0.8265 4.6030 2.0567  0.220
15 H -4.3335 2.8947 0.4581  0.215
16 H -4.2206 -0.7166 -1.5183  0.203
17 H -1.7828 -0.9292 -0.9869  0.234
18 N -0.0177 -1.9280 -9.2643  -0.307
19 C 0.1025 -1.7469 -8.1358  0.279
20 C 0.2505 -1.5206 -6.7285  -0.183
21 C -0.8214 -1.7556 -5.8683  -0.164
22 C -0.6691 -1.5420 -4.5110  -0.186
23 C 0.5380 -1.0736 -3.9946  -0.063
24 C 1.6026 -0.8411 -4.8624  -0.146
25 C 1.4667 -1.0682 -6.2201  -0.167
26 C 0.6797 -0.8354 -2.5329  0.201
27 C 0.4470 -1.9502 -1.7033  -0.038
28 C 0.4302 -3.3053 -2.1342  -0.225
29 C 0.2257 -4.0760 -1.0102  -0.343
30 C 0.0934 -3.1644 0.0544  -0.016
31 N 0.2310 -1.8958 -0.3366  -0.620
32 C 1.0371 0.4474 -2.1364  -0.023
33 C 1.1309 1.5918 -2.9928  -0.208
34 C 1.6036 2.6206 -2.2246  -0.335
35 C 1.7849 2.0748 -0.9266  0.041
36 N 1.4405 0.8027 -0.8527  -0.588
37 H -1.7626 -2.1059 -6.2696  0.229
38 H -1.4924 -1.7332 -3.8355  0.226
39 H 2.5432 -0.4903 -4.4593  0.226
40 H 2.2967 -0.8974 -6.8921  0.227
41 H 0.5936 -3.6541 -3.1414  0.219
42 H 0.1700 -5.1513 -0.9520  0.217
43 H -0.1166 -3.3970 1.0910  0.182
44 H 0.8576 1.6245 -4.0350  0.221
45 H 1.7982 3.6377 -2.5250  0.218
46 H 2.1586 2.5973 -0.0565  0.194
47 C 2.3198 -0.2142 5.7394  -0.651
48 C 0.9360 -0.3049 5.1172  -0.475
49 O -0.1086 -0.3868 6.0935  -0.735
50 P 0.8551 -1.7386 3.9678  2.331
51 O -0.6095 -1.6950 3.3763  -1.036
52 O 1.0128 -3.0114 4.8958  -0.986
53 O 1.8726 -1.6617 2.8941  -1.143
54 P 0.5245 1.2636 4.1530  2.359
55 O 0.3026 2.3479 5.2978  -0.983
56 O -0.7679 0.9127 3.4398  -1.222
57 O 1.6506 1.6127 3.2417  -1.162
58 H 2.5027 -1.0558 6.4121  0.213
59 H 2.4145 0.7078 6.3133  0.234
60 H 3.0804 -0.2165 4.9591  0.254
61 H 0.0469 -1.1490 6.6648  0.482
62 H -0.9720 -0.7686 3.4770  0.547
63 H 1.2611 -3.8204 4.4320  0.530
64 H -0.3703 2.0641 5.9306  0.520

=====

No. 3
The following is a DFT calculation (the ωB97M-V functional and the def2-TZVPD basis) of 2 unconnected molecules or ions with the total composition BH4NO2 at a distorted geometry.

As for the HOMO energy: -11.1 eV. For the orbital gap, the calculation gives 10.9 eV. The spin multiplicity is 1. The energy relative to the best compared isomer or geometry (same formula, charge and spin) comes out at 443.7 kJ/mol.

Each line ends with the natural charge from an NBO analysis.
Element x y z (Å)
1 B 0.5640 0.8588 -0.0399  1.093
2 N 0.5067 -0.5308 -0.0880  -1.152
3 O 0.5083 2.0687 0.1434  -0.785
4 O -2.0701 -0.0292 -0.1241  -0.863
5 H 0.5490 -0.8919 -0.9998  0.418
6 H 0.6137 -1.3172 0.5150  0.447
7 H -1.3337 0.8573 -0.4336  0.425
8 H -1.1965 -0.1088 0.0428  0.417

=====

No. 4
The following is a DFT calculation (the ωB97M-V functional and the def2-TZVPD basis) of a molecular structure, C21H34MoN3OPSeSi at a distorted geometry.

As for the HOMO energy (alpha / beta): -14.3 / -14.3 eV. For the orbital gap (alpha / beta), the calculation gives 5.5 / 5.5 eV. The spin multiplicity is 1. As for the net charge: +2.

Each line ends with the natural charge from an NBO analysis.
Element x y z (Å)
1 Mo 0.2964 -0.4605 -0.8955  0.833
2 Si 2.5637 -0.0865 -1.6395  0.653
3 P -0.4308 0.2411 -3.2577  1.114
4 N -0.0759 -2.1236 -1.4126  -0.330
5 H -0.1374 2.5053 0.8674  0.128
6 C -2.1752 0.5268 -3.6847  -0.930
7 H -2.2689 0.6799 -4.7708  0.265
8 H -2.5344 1.4104 -3.1458  0.270
9 H -2.7684 -0.3460 -3.3867  0.252
10 C 0.3690 1.6872 -4.0369  -0.940
11 H -0.0303 1.7839 -5.0582  0.259
12 H 1.4565 1.5539 -4.0727  0.252
13 H 0.1248 2.5800 -3.4485  0.268
14 C -0.0244 -1.1109 -4.4356  -0.951
15 H -0.2290 -0.7637 -5.4605  0.257
16 H -0.6578 -1.9793 -4.2139  0.247
17 H 1.0271 -1.4066 -4.3442  0.252
18 C 3.1583 1.7039 -1.3916  -1.048
19 H 2.8853 2.0504 -0.3865  0.236
20 H 2.7308 2.3695 -2.1504  0.246
21 H 4.2538 1.7032 -1.4860  0.272
22 H 3.6845 -0.7640 -0.9204  -0.097
23 H 2.9196 -0.3260 -3.0724  -0.121
24 C -0.0429 -3.4629 -1.6141  0.008
25 C -1.0662 -5.6526 -1.4208  -0.193
26 C -1.1614 -4.2757 -1.2856  -0.156
27 C 1.1773 -4.0687 -2.0266  -0.149
28 C 1.2480 -5.4489 -2.1627  -0.203
29 C 0.1240 -6.2380 -1.8810  -0.118
30 H -1.9216 -6.2780 -1.1570  0.248
31 H -2.0400 -3.7861 -0.8494  0.232
32 H 2.0594 -3.4238 -2.1481  0.231
33 H 2.1868 -5.9068 -2.4785  0.251
34 H 0.1744 -7.3175 -2.0206  0.248
35 C -0.7545 2.7208 -0.0355  0.100
36 O -0.6754 1.6655 -0.9565  -0.780
37 C -2.2028 2.9101 0.4397  -0.638
38 H -2.5068 3.9634 0.3964  0.234
39 H -2.2976 2.5862 1.4808  0.203
40 H -2.9161 2.3286 -0.1530  0.222
41 C -0.1671 3.9538 -0.7291  -0.618
42 H -0.8519 4.3279 -1.5020  0.217
43 H 0.7741 3.7157 -1.2313  0.208
44 H 0.0282 4.7568 -0.0093  0.232
45 C 2.3161 0.6692 3.8053  -0.420
46 N 0.8701 0.4730 3.6936  -0.306
47 C 0.2500 -0.2060 2.6949  0.265
48 Se 1.1256 -1.1587 1.3269  0.149
49 N -1.0869 -0.2033 2.9926  -0.514
50 C -1.3157 0.4546 4.2150  0.173
51 C -2.4316 0.4819 5.0473  -0.230
52 C -2.2412 1.0277 6.3393  -0.164
53 C -0.9653 1.4605 6.7770  -0.170
54 C 0.1562 1.3665 5.9386  -0.204
55 C -0.0696 0.8826 4.6556  0.087
56 H 2.7899 0.2971 2.8879  0.233
57 H 2.7056 0.1224 4.6724  0.243
58 H 2.5355 1.7362 3.9253  0.243
59 H -1.7886 -0.6102 2.3782  0.448
60 H -3.3949 0.0978 4.7157  0.246
61 H -3.0849 1.1106 7.0341  0.252
62 H -0.8451 1.8610 7.7915  0.253
63 H 1.1693 1.6389 6.2569  0.246

=====

No. 5
The following is a DFT calculation (the ωB97M-V functional and the def2-TZVPD basis) of a molecular structure, C22H42Cl3N2O4PdSSi at a distorted geometry.

As for the HOMO energy (alpha / beta): -4.0 / -5.2 eV. For the orbital gap (alpha / beta), the calculation gives 6.2 / 7.3 eV. The spin multiplicity is 3. As for the net charge: -1. The energy relative to the best compared isomer or geometry (same formula, charge and spin) comes out at 0.0 kJ/mol.

Each line ends with the Mulliken spin population.
Element x y z (Å)
1 C 2.5440 -2.5976 -1.9613  0.003
2 C 2.1194 -1.7948 -3.1464  0.008
3 H 2.0167 -3.5598 -1.9606  0.000
4 H 2.3121 -2.0731 -1.0290  -0.001
5 H 3.6215 -2.8207 -1.9757  0.000
6 C 2.1235 -2.2910 -4.3927  -0.001
7 C 2.4914 -3.6818 -4.7537  0.000
8 H 1.8365 -1.6645 -5.2338  0.000
9 H 2.0099 -4.4151 -4.0944  0.000
10 H 3.5775 -3.8367 -4.7249  0.000
11 H 2.1538 -3.8623 -5.7801  0.000
12 Pd 0.4036 0.1011 2.5363  1.336
13 Cl 2.1637 1.2759 3.6073  0.186
14 Cl 1.1340 0.1064 0.3311  0.159
15 C 0.2278 2.9419 2.0016  0.001
16 O -0.5521 1.9499 2.1044  0.061
17 N -0.2760 4.1331 1.7145  0.000
18 C -1.7091 4.1659 1.5134  -0.001
19 C 0.5219 5.3534 1.5535  0.002
20 H 1.3060 2.8616 2.1799  0.003
21 H -2.2064 3.5950 2.3051  -0.001
22 H -1.9734 3.6933 0.5595  0.000
23 H -2.0357 5.2033 1.5062  0.000
24 H 1.3832 5.3008 2.2394  0.000
25 H -0.1166 6.2226 1.7752  0.000
26 H 0.9116 5.4422 0.5238  0.000
27 H -0.1260 -4.8062 3.8503  0.001
28 H 0.2100 -2.8080 1.1630  -0.002
29 C -1.0746 -4.8184 3.2895  0.000
30 C -0.5788 -3.5811 1.1798  0.003
31 N -1.2272 -3.6195 2.4841  0.007
32 H -1.8966 -4.8690 4.0151  0.000
33 C -1.6260 -2.4731 3.0725  0.008
34 O -1.6018 -1.3576 2.5205  0.009
35 H -1.3150 -3.3852 0.3901  0.001
36 H -1.9398 -2.5949 4.1340  0.000
37 H -1.0984 -5.6944 2.6321  -0.001
38 H -0.1102 -4.5551 1.0221  -0.001
39 O 0.3579 -0.7559 -2.1022  0.001
40 C 1.5528 -0.4207 -2.8280  0.017
41 C 0.2839 0.1014 -4.9193  -0.002
42 C 1.2611 0.4958 -4.0054  0.005
43 H -0.1806 -0.8778 -4.7886  0.000
44 C -0.1548 0.9876 -5.9054  0.000
45 H 2.2587 0.0668 -2.1394  -0.015
46 C 1.9391 1.7168 -4.1559  -0.002
47 H -0.9957 0.7025 -6.5421  0.000
48 C 0.4611 2.2356 -6.0174  0.000
49 C 1.5418 2.5742 -5.1907  0.000
50 H 2.7270 1.9742 -3.4357  0.000
51 H 0.1352 2.9155 -6.8046  0.000
52 H 2.0566 3.5274 -5.3214  0.000
53 Si -0.7710 0.2836 -1.3868  0.020
54 Cl 1.4226 -2.0376 2.9246  0.144
55 C -2.0709 0.2375 -2.9306  0.000
56 C -0.3042 2.1021 -1.4310  0.005
57 C -2.0964 -0.3616 -0.2740  0.003
58 H -1.8080 0.9674 -3.7073  0.000
59 H -3.1069 0.4538 -2.6341  0.000
60 H -2.0761 -0.7524 -3.4114  0.000
61 H -2.1372 -1.4498 -0.3383  0.000
62 H -3.0595 0.0345 -0.6232  0.000
63 H -2.0346 -0.1144 0.7887  -0.002
64 H -0.0870 2.4173 -2.4596  -0.001
65 H 0.6059 2.2509 -0.8346  -0.003
66 H -1.1048 2.7472 -1.0480  0.000
67 C 0.4531 -0.2201 6.6162  -0.002
68 S -1.0323 -0.2571 5.6186  0.006
69 C -2.1110 0.7028 6.6902  0.003
70 O -0.7618 0.6408 4.4291  0.040
71 H 0.1448 -0.3376 7.6603  0.000
72 H 0.9871 0.7150 6.4169  0.001
73 H 1.0543 -1.0757 6.2948  0.000
74 H -1.7227 1.7275 6.7461  0.001
75 H -3.1076 0.6907 6.2295  0.000
76 H -2.1246 0.2052 7.6686  0.001

=====

No. 6
The following is a DFT calculation (the ωB97M-V functional and the def2-TZVPD basis) of a molecular structure, C44H33Br2F3MoN7O3S2Si at a distorted geometry.

As for the HOMO energy (alpha / beta): -5.0 / -5.1 eV. For the orbital gap (alpha / beta), the calculation gives 6.7 / 6.9 eV. The spin multiplicity is 3. As for the net charge: -1. The energy relative to the best compared isomer or geometry (same formula, charge and spin) comes out at 58.7 kJ/mol.

Each line ends with the Mulliken spin population.
Element x y z (Å)
1 Mo -0.1082 0.0687 0.8426  2.030
2 C 1.4230 -4.7614 -3.7172  0.000
3 N 0.9151 -3.6129 -4.4254  0.000
4 C 0.5665 -3.5503 -5.7544  0.000
5 C 0.0951 -2.3201 -5.9966  0.000
6 N 0.1578 -1.5934 -4.8116  0.000
7 C 0.6613 -2.4198 -3.8088  0.004
8 S 0.8974 -2.2242 -2.1709  -0.002
9 C -0.2308 -0.2393 -4.7218  0.000
10 C -1.2969 0.2293 -5.4827  -0.001
11 C -1.5868 1.5806 -5.4220  0.000
12 C -0.8309 2.4053 -4.6061  -0.001
13 C 0.1847 1.8283 -3.8614  -0.002
14 N 0.4812 0.5371 -3.9289  0.001
15 H 1.7087 -5.5250 -4.4376  0.000
16 H 0.6662 -5.1549 -3.0362  0.000
17 H 2.2845 -4.4725 -3.1169  0.000
18 H 0.7015 -4.3797 -6.4242  0.000
19 H -0.2456 -1.8786 -6.9138  0.000
20 H -1.8909 -0.4476 -6.0811  0.000
21 H -2.4143 1.9801 -5.9926  0.000
22 H -1.0384 3.4617 -4.5308  0.000
23 H 0.7909 2.4118 -3.1762  0.000
24 F 1.1282 2.8874 5.5789  0.000
25 C -0.1878 2.8562 5.3337  -0.004
26 F -0.7300 3.8794 6.0429  0.000
27 F -0.6698 1.7303 5.8912  0.000
28 C -0.5334 2.9621 3.8807  -0.010
29 C -1.2758 4.0176 3.3894  0.022
30 C -1.6338 4.0262 2.0426  -0.011
31 C -1.2662 2.9693 1.2388  0.044
32 N -0.5566 1.9384 1.7090  -0.070
33 C -0.1438 1.9376 2.9975  0.032
34 S 0.7766 0.5490 3.3068  -0.043
35 H -1.5833 4.8199 4.0448  0.001
36 H -2.2160 4.8383 1.6348  0.000
37 H -1.5767 2.9111 0.2046  0.001
38 C 1.6033 -6.3977 -0.0316  -0.004
39 C 0.6382 -6.0056 0.8844  0.003
40 C 0.5362 -4.6739 1.2591  -0.007
41 C 1.4038 -3.7045 0.7552  -0.002
42 C 2.3711 -4.1226 -0.1588  -0.010
43 C 2.4650 -5.4465 -0.5596  0.002
44 Si 1.3974 -1.9000 1.4224  -0.083
45 C 1.3771 -2.3237 3.2862  0.004
46 C 2.5474 -2.3339 4.0411  -0.001
47 C 2.5268 -2.5977 5.4033  0.001
48 C 1.3279 -2.8735 6.0425  -0.001
49 C 0.1495 -2.8671 5.3091  -0.002
50 C 0.1782 -2.5871 3.9529  0.009
51 H 1.6881 -7.4372 -0.3246  0.000
52 H -0.0332 -6.7413 1.3106  0.000
53 H -0.2210 -4.3880 1.9789  -0.001
54 H 3.0647 -3.3922 -0.5562  0.000
55 H 3.2224 -5.7479 -1.2745  0.000
56 H 2.8492 -1.5785 1.2066  0.007
57 H 3.4890 -2.1083 3.5542  -0.001
58 H 3.4494 -2.5810 5.9704  0.000
59 H 1.3086 -3.0783 7.1059  0.000
60 H -0.7959 -3.0680 5.7987  0.000
61 H -0.7552 -2.5460 3.4011  -0.010
62 Br -6.3362 -2.4292 2.0225  0.001
63 C -4.5370 -1.8140 1.8772  0.028
64 C -3.6234 -2.5441 1.1402  -0.015
65 C -2.3351 -2.0513 0.9991  -0.023
66 C -1.9017 -0.8372 1.5627  -0.164
67 C -2.8646 -0.1738 2.3376  0.063
68 C -4.1642 -0.6371 2.4981  -0.015
69 H -3.9137 -3.4743 0.6692  0.000
70 H -1.6328 -2.6432 0.4145  -0.016
71 H -2.6107 0.7572 2.8356  0.003
72 H -4.8780 -0.0820 3.0919  -0.001
73 N 2.7869 0.5106 -1.7856  0.000
74 C 2.7644 0.9638 -0.5186  0.016
75 O 1.6500 1.0608 0.0957  0.034
76 C 3.9846 1.3616 0.0690  0.008
77 C 4.0313 1.9587 1.3442  -0.003
78 N 4.1050 2.4869 2.3686  0.002
79 C 5.1873 1.1895 -0.6367  0.000
80 N 6.1527 1.0299 -1.2548  0.004
81 H 3.6685 0.3973 -2.2549  0.001
82 H 1.9326 0.1896 -2.2212  0.000
83 Br -6.0621 -3.5433 -3.9479  0.000
84 C -4.8732 -2.3478 -3.0645  0.004
85 C -3.5367 -2.6931 -2.9414  -0.002
86 C -2.6702 -1.8133 -2.3196  0.013
87 C -3.1302 -0.5811 -1.8635  0.000
88 C -4.4824 -0.2653 -1.9755  0.005
89 C -5.3637 -1.1513 -2.5670  -0.001
90 C -2.2283 0.4163 -1.2379  0.036
91 O -2.5581 1.5911 -1.1523  0.023
92 O -1.0895 -0.0196 -0.7674  0.115
93 H -3.1869 -3.6427 -3.3234  0.000
94 H -1.6227 -2.0607 -2.1939  -0.007
95 H -4.8265 0.6844 -1.5908  0.000
96 H -6.4171 -0.9237 -2.6477  0.000